1.
Below is a cluster of 5 separate species, C30H69BrClN10O7S2 in total, with properties calculated with ωB97M-V/def2-TZVPD.

Results
net charge: +1
gap between HOMO and LUMO: 0.27391 Eh
M: 861.44 g mol⁻¹
ΔE to the lowest compared entry with this formula, charge and spin: 74.19 kcal/mol

```
120
Properties=species:S:1:pos:R:3:forces:R:3:lowdin_charge:R:1
C 3.814320 4.932880 0.784439 -0.3 -0.7 0.7 -0.119
C 2.681731 3.863813 1.095962 0.5 0.6 -1.0 -0.235
C 2.407814 3.038762 -0.234370 -0.9 -0.4 1.0 -0.190
C 2.426583 1.482042 0.007187 0.8 0.7 -0.6 -0.218
C 3.874358 0.862931 -0.082333 -1.0 -1.1 -0.1 -0.169
C 3.696247 -0.707669 0.082600 1.0 0.5 0.6 -0.210
C 4.751547 -1.565607 -0.716603 -0.9 0.2 -0.3 -0.193
C 4.095950 -2.321972 -1.943430 1.1 -0.6 0.8 -0.195
C 3.114026 -3.466827 -1.454039 -0.4 1.4 -0.6 -0.192
C 1.674767 -3.313942 -2.081571 0.3 -1.4 0.4 -0.199
C 0.594738 -3.927032 -1.104470 -0.8 0.3 -1.0 -0.197
C -0.779877 -3.120933 -1.193070 1.6 -1.0 0.7 -0.228
C -0.492815 -1.741590 -0.503274 -0.4 -0.7 -0.5 -0.238
C -1.723028 -0.781011 -0.254665 2.4 1.9 -0.7 -0.623
Br -2.574115 -0.624144 -2.024591 -0.3 -0.6 0.7 0.980
C -1.026377 0.649074 -0.057781 0.5 0.0 0.9 -0.283
C -1.788401 1.959006 -0.487772 0.4 0.4 0.5 -0.200
C -1.240532 2.579851 -1.829239 -1.1 0.2 -0.4 -0.199
C -2.418309 3.436129 -2.465508 0.5 -0.7 1.4 -0.189
S -3.552803 2.448598 -3.518332 -2.0 1.3 -5.8 0.687
O -2.852874 1.471272 -4.390080 -0.8 0.8 2.9 -0.364
O -4.259642 3.427231 -4.418640 1.3 -1.7 2.9 -0.349
O -4.752265 1.757005 -2.592202 2.0 0.8 -0.1 -0.217
C -0.587557 0.483578 1.463829 -0.4 1.4 -2.2 -0.139
N -1.820139 -0.158541 2.111549 1.4 1.1 2.3 -0.386
S -2.662599 1.320382 2.738994 -2.4 0.9 -0.2 0.994
C -1.550776 -0.890048 3.423896 1.2 -1.6 1.2 -0.220
C -0.353571 -1.900036 3.369171 -0.1 0.0 0.8 -0.201
C 1.046240 -1.299559 3.788410 0.7 -1.1 -1.6 -0.216
C 2.128964 -2.192106 3.034278 -0.5 -0.4 0.3 -0.097
C -2.597968 -0.904601 1.052799 -2.2 -1.1 -2.5 -0.618
Cl -2.898016 -2.689972 1.396401 0.9 0.9 0.3 0.810
C -4.097921 -0.413681 0.831161 0.0 -0.6 0.7 -0.245
C -5.062804 -0.806445 2.035739 -0.8 0.7 -1.4 -0.311
N -6.183029 0.171576 1.935632 0.7 0.0 -0.1 -0.017
H 4.593342 4.463912 0.128988 -0.9 0.7 0.6 0.038
H 4.331186 5.176877 1.751689 -0.5 0.2 -0.9 0.063
H 3.362066 5.844282 0.322393 0.5 -0.7 0.4 0.077
H 2.986552 3.213774 1.949565 -0.1 0.3 -0.7 0.098
H 1.745963 4.392732 1.409763 0.7 -0.4 -0.2 0.092
H 3.130669 3.314562 -1.041054 -0.5 -0.3 0.7 0.116
H 1.378052 3.319435 -0.584353 0.9 -0.2 0.1 0.073
H 1.962875 1.218308 0.997312 0.4 0.3 -0.7 0.096
H 1.805270 1.007542 -0.797222 0.6 0.2 0.6 0.091
H 4.558581 1.231684 0.718428 -0.5 0.0 -0.7 0.115
H 4.331597 1.076112 -1.084201 -0.4 0.1 0.9 0.120
H 2.640881 -0.977329 -0.171867 0.7 0.0 0.0 0.084
H 3.860865 -0.918257 1.172363 -0.3 0.1 -0.9 0.081
H 5.556771 -0.876656 -1.077639 -0.5 -0.7 0.3 0.107
H 5.198931 -2.314530 -0.018991 -0.2 0.5 -0.6 0.102
H 4.949640 -2.832308 -2.461471 -0.8 0.7 0.0 0.105
H 3.603332 -1.595874 -2.633523 0.3 -0.6 0.5 0.108
H 3.512416 -4.457191 -1.765578 -0.2 0.6 0.6 0.112
H 3.032277 -3.372835 -0.338279 0.1 -0.4 -0.9 0.095
H 1.654151 -3.949310 -3.006835 0.0 0.8 0.6 0.117
H 1.441502 -2.276836 -2.416150 0.2 -0.6 0.5 0.095
H 0.960238 -4.003534 -0.049369 -0.3 0.2 -0.8 0.101
H 0.374202 -4.961195 -1.455653 0.2 0.6 0.4 0.111
H -1.539717 -3.759580 -0.694288 0.3 0.8 -0.3 0.076
H -1.016179 -3.061280 -2.278514 -0.1 0.3 0.8 0.094
H 0.185306 -1.190451 -1.206238 -0.7 -0.4 0.7 0.105
H 0.132689 -1.929518 0.409055 -0.8 0.2 -0.5 0.101
H -0.026163 0.792423 -0.549230 -1.1 -0.9 0.1 0.108
H -2.891002 1.853783 -0.596792 0.8 -0.3 0.2 0.074
H -1.632608 2.721500 0.325132 -0.2 -0.6 -0.7 0.113
H -0.933548 1.814278 -2.577976 -0.1 0.4 0.6 0.101
H -0.394024 3.284158 -1.669784 -0.5 -0.6 0.0 0.101
H -2.041791 4.258292 -3.121851 -0.7 -0.9 0.2 0.126
H -3.026330 3.842942 -1.616535 0.3 -0.1 -1.0 0.120
H -5.268481 1.164340 -3.166993 0.2 0.1 -0.1 0.095
H 0.357957 -0.093207 1.475659 -0.9 0.1 0.5 0.105
H -0.522544 1.538703 1.813546 0.6 -1.2 0.3 0.096
H -1.789312 1.931428 3.606894 0.2 -1.0 -0.6 -0.038
H -1.301767 -0.140387 4.214258 -0.2 -0.4 -0.9 0.107
H -2.465075 -1.409500 3.799615 0.5 0.6 -0.9 0.113
H -0.577741 -2.689568 4.137111 0.0 0.6 -0.7 0.133
H -0.297415 -2.466750 2.403766 -0.1 0.8 0.7 0.079
H 1.255989 -1.399043 4.875025 -0.5 0.4 -0.7 0.111
H 1.184066 -0.250717 3.425439 -0.2 -0.7 0.7 0.093
H 1.759082 -3.253322 2.995795 0.3 0.8 0.2 0.083
H 2.250994 -1.884768 1.965208 0.0 -0.1 1.0 0.044
H 3.108961 -2.220411 3.557288 -0.6 0.3 -0.6 0.062
H -4.162596 0.667237 0.573170 0.1 -0.6 0.5 0.091
H -4.525119 -0.966940 -0.044378 0.8 0.5 0.6 0.097
H -5.501861 -1.804556 1.784702 0.9 0.4 0.6 0.091
H -4.557445 -0.777293 3.025643 -0.5 -0.1 -0.6 0.078
H -7.016908 -0.212529 2.378962 0.3 0.1 0.0 0.063
H -6.431317 0.190155 0.933772 -0.1 0.0 0.8 0.037
C 7.325345 3.443092 0.884535 -0.1 0.0 -0.2 -0.668
O 6.379059 3.484623 0.110209 0.4 -0.2 0.1 0.003
N 7.489220 4.348760 1.886942 -0.2 0.3 0.2 0.160
N 8.291631 2.488605 0.807003 0.1 -0.3 -0.1 0.157
H 8.256083 4.334547 2.531916 0.0 0.0 0.0 0.096
H 6.794128 5.068280 1.972506 0.1 0.0 0.0 0.095
H 8.202009 1.804219 0.078115 0.0 0.0 0.0 0.105
H 9.075050 2.435748 1.429782 0.0 0.0 0.0 0.095
C -8.656887 -1.538752 -0.097492 -0.1 0.0 -0.2 -0.660
O -7.558878 -0.997243 -0.184308 -0.1 -0.3 -0.2 -0.004
N -8.954072 -2.434027 0.882180 0.2 -0.1 0.3 0.163
N -9.663934 -1.288111 -0.972091 0.0 0.2 -0.2 0.165
H -9.843497 -2.887905 0.971891 0.0 0.0 0.0 0.102
H -8.232012 -2.644300 1.546517 -0.1 -0.1 0.0 0.100
H -9.479060 -0.631362 -1.708874 0.0 0.0 0.0 0.111
H -10.567938 -1.718357 -0.920420 0.0 0.0 0.0 0.102
C -6.193782 1.371353 -7.860167 -0.3 0.2 -0.2 -0.695
O -7.142543 1.495985 -8.619676 0.2 -0.1 0.2 0.020
N -5.916002 2.270365 -6.877588 -0.2 0.1 0.2 0.158
N -5.330679 0.318140 -7.932905 0.2 -0.4 -0.1 0.145
H -5.145157 2.191912 -6.245714 0.2 0.1 0.1 0.051
H -6.529347 3.060127 -6.794145 0.1 0.0 0.0 0.107
H -5.502961 -0.366340 -8.646211 0.0 0.1 0.0 0.102
H -4.545630 0.197099 -7.320964 0.0 0.1 0.0 0.088
C 6.329786 -2.393862 3.861845 -0.1 0.1 -0.2 -0.684
O 5.594930 -1.807264 3.077785 0.0 -0.1 0.1 0.005
N 6.948809 -3.563426 3.547320 0.0 -0.2 -0.2 0.156
N 6.588083 -1.924128 5.112793 -0.1 0.2 0.2 0.153
H 7.554138 -4.060446 4.172835 0.0 0.0 0.0 0.097
H 6.780762 -3.938949 2.631613 0.0 0.0 0.0 0.105
H 6.148021 -1.062118 5.378393 0.0 0.0 0.0 0.104
H 7.185999 -2.387465 5.770520 0.0 0.0 0.0 0.096
```
Positions in Å, forces in eV/Å.

2.
Below is a cluster of 8 separate species, C30H69ClN6O14P in total, with properties calculated with ωB97M-V/def2-TZVPD.

Results
net charge: -1
gap between HOMO and LUMO: 0.31804 Eh
M: 804.34 g mol⁻¹
ΔE to the lowest compared entry with this formula, charge and spin: 0.00 kcal/mol

```
121
Properties=species:S:1:pos:R:3:forces:R:3:lowdin_charge:R:1
Cl -1.549439 0.392220 0.212441 0.8 -1.8 1.5 0.652
O -2.093069 1.279436 1.212548 0.2 0.3 -0.1 -0.376
O -1.090709 1.084269 -0.966942 0.0 0.2 0.1 -0.349
O -0.415033 -0.295755 0.835996 -0.1 0.3 -0.6 -0.391
O -2.551305 -0.587090 -0.125441 0.0 0.2 -0.5 -0.342
O -0.426209 -1.946964 7.054786 0.6 -0.1 -0.2 -0.294
P -0.381146 -0.489711 6.832268 -0.3 1.0 -0.7 0.534
N -1.533847 0.350430 7.710824 0.0 0.5 -0.5 -0.314
C -1.359458 0.507861 9.149657 0.7 0.4 0.0 -0.115
C -2.927443 0.290015 7.295943 -0.2 0.3 -0.4 -0.121
N -0.693522 -0.053095 5.213672 0.4 -1.1 0.7 -0.288
C -0.849209 1.310928 4.744250 -0.6 -0.1 0.5 -0.103
C -0.077398 -0.970266 4.246317 -0.7 -0.1 0.1 -0.098
N 1.071792 0.227358 7.288783 -0.2 -0.1 0.7 -0.298
C 1.257024 1.667302 7.112588 -0.1 -0.3 0.0 -0.107
C 2.284179 -0.571990 7.301308 0.2 0.3 -0.2 -0.117
H -1.144461 -0.443819 9.637555 -0.1 0.0 0.2 0.082
H -2.198642 1.013094 9.627973 -0.4 -0.4 -0.3 0.077
H -0.547848 1.210944 9.360637 0.3 -0.3 -0.1 0.067
H -3.440667 -0.633696 7.581743 0.0 0.1 0.4 0.085
H -3.081921 0.366037 6.218046 0.5 0.0 0.0 0.072
H -3.401455 1.184898 7.704295 -0.4 -0.3 0.2 0.079
H -1.528132 1.351216 3.887544 0.0 -0.2 0.0 0.083
H -1.322468 1.831039 5.579327 0.2 0.5 -0.3 0.073
H 0.071169 1.805179 4.432436 0.1 -0.1 0.3 0.057
H -0.168473 -1.986270 4.627855 0.2 0.0 0.0 0.070
H -0.649360 -0.933885 3.317955 0.2 0.2 -0.1 0.070
H 0.971164 -0.725146 4.044444 0.1 0.0 -0.1 0.073
H 0.309456 2.153656 7.337199 0.0 0.2 -0.3 0.068
H 1.991473 2.083775 7.806953 0.1 -0.3 0.2 0.082
H 1.619838 1.910037 6.113409 -0.2 0.2 -0.1 0.062
H 2.032438 -1.592716 7.576078 0.1 -0.1 -0.1 0.071
H 3.027653 -0.162446 7.992098 -0.3 0.0 0.4 0.075
H 2.812633 -0.528641 6.339736 -0.2 -0.3 -0.2 0.073
O 0.073418 3.860085 -4.828768 0.8 0.3 -0.3 0.121
C 0.949231 3.246794 -4.287150 -1.4 -0.3 -0.8 -0.504
O 1.019281 3.179472 -2.955304 -0.4 -0.5 1.0 0.018
C 1.882058 2.115562 -2.511497 1.2 0.6 -0.1 -0.140
C 2.352927 1.404319 -3.788114 0.5 -0.7 0.0 -0.150
C 2.053088 2.408118 -4.875691 0.7 0.6 0.0 -0.076
H 1.439943 1.494801 -1.734908 -0.6 0.0 -0.3 0.102
H 2.727360 2.626540 -2.042510 0.1 -0.2 0.1 0.118
H 1.875962 0.444560 -3.997761 -0.4 0.2 0.2 0.097
H 3.416588 1.163433 -3.757596 0.0 0.1 0.3 0.116
H 1.914560 1.985166 -5.865329 -0.5 0.1 0.0 0.124
H 2.871741 3.136650 -4.952016 0.1 -0.2 -0.1 0.131
O 2.692928 2.707339 3.861310 -0.5 -0.1 0.5 0.105
C 1.891358 2.985501 3.016079 -0.5 0.8 -1.8 -0.489
O 0.819067 3.797015 3.165809 0.3 0.2 1.5 0.007
C 0.133326 4.005675 1.932110 -1.2 -0.2 -0.3 -0.157
C 1.134731 3.738692 0.812651 0.0 -0.2 0.9 -0.109
C 1.948597 2.681687 1.529840 1.4 -1.2 0.3 -0.081
H -0.352001 4.980982 1.970890 0.5 0.2 0.0 0.126
H -0.705016 3.302959 1.871532 0.2 -0.2 0.0 0.105
H 1.730422 4.628799 0.612909 -0.1 -0.1 -0.3 0.124
H 0.632495 3.306485 -0.049113 0.1 0.4 -0.3 0.100
H 3.023800 2.593323 1.361842 -0.1 0.2 -0.7 0.120
H 1.528608 1.686778 1.342216 -0.1 0.0 0.1 0.121
O 4.246275 0.947828 -0.399104 0.4 0.4 -0.3 0.118
C 4.165320 0.111949 0.443562 -0.9 -1.5 0.4 -0.479
O 4.856862 0.125243 1.606176 0.8 0.9 0.3 0.027
C 4.302663 -0.784706 2.550116 -1.0 -0.7 0.4 -0.164
C 3.729509 -1.882975 1.676008 -0.2 0.1 -0.1 -0.158
C 3.230137 -1.115583 0.484174 0.7 0.9 -0.5 -0.078
H 3.534701 -0.273570 3.138040 0.0 0.1 -0.1 0.116
H 5.012352 -1.217115 3.252942 0.5 0.6 -0.2 0.124
H 2.911151 -2.467398 2.092182 0.4 -0.2 0.4 0.123
H 4.592871 -2.471461 1.356614 -0.3 -0.5 0.1 0.121
H 2.235919 -0.677282 0.615550 -0.2 -0.4 -0.2 0.114
H 3.338968 -1.711777 -0.419281 -0.4 0.3 -0.3 0.120
C -3.010165 3.435429 -0.534322 0.5 0.0 0.6 -0.068
C -2.398379 3.628823 -1.935509 -1.1 0.2 1.1 -0.416
C -2.995612 2.618369 -2.893494 0.1 0.6 -0.5 -0.194
O -2.294137 2.716791 -4.131972 0.3 -0.7 0.3 -0.183
C -2.030752 1.455919 -4.686124 -1.1 -0.1 -1.0 -0.131
N -2.713009 4.985776 -2.393464 0.0 0.5 -0.3 0.035
H -2.912492 2.426077 -0.125748 -0.5 0.6 -0.4 0.024
H -4.031675 3.813866 -0.436748 -0.2 -0.3 -0.5 0.076
H -2.502544 4.064961 0.209485 0.4 0.0 -0.2 0.067
H -1.315269 3.509411 -1.913224 -0.1 -0.1 0.0 0.115
H -4.042871 2.895069 -3.086314 -0.1 0.0 0.1 0.127
H -3.002608 1.606417 -2.483354 0.3 0.1 0.0 0.109
H -3.005831 1.008940 -4.945977 0.1 -0.4 0.3 0.076
H -1.455104 0.751520 -4.077136 0.0 0.2 0.3 0.081
H -1.558198 1.548670 -5.666084 0.4 0.4 0.2 0.087
H -3.718806 5.064492 -2.527978 0.0 -0.2 -0.2 0.062
H -2.542144 5.638550 -1.633897 0.3 0.0 0.0 0.059
C 0.702968 -6.106923 -4.001951 -0.4 -0.6 -0.1 -0.075
C 1.616459 -4.904369 -3.947939 -0.3 0.1 0.6 -0.425
C 0.871862 -3.765805 -3.250205 -0.3 0.2 -0.1 -0.209
O 1.708056 -2.635667 -3.053607 -0.4 -0.5 -0.2 -0.170
C 1.037474 -1.611470 -2.377859 0.4 1.1 2.0 -0.135
N 2.869744 -5.294171 -3.224276 -1.0 1.4 -0.1 0.042
H 1.301542 -7.009182 -4.139311 0.0 0.0 -0.3 0.077
H -0.065564 -6.040972 -4.773725 0.2 0.0 -0.1 0.062
H 0.149975 -6.276383 -3.071992 0.2 0.3 0.2 0.081
H 1.834103 -4.534380 -4.952086 0.4 -0.3 0.0 0.137
H 0.449352 -4.120622 -2.299529 0.2 0.1 0.2 0.133
H 0.011367 -3.426910 -3.841314 -0.1 -0.3 -0.2 0.106
H 0.739604 -1.842494 -1.342001 0.1 -0.7 -0.1 0.089
H 0.108800 -1.165281 -2.752202 0.2 -0.3 -1.0 0.081
H 1.783249 -0.835173 -2.193165 -0.2 0.2 -0.4 0.070
H 3.171285 -4.363153 -2.914481 0.7 -0.4 0.0 0.058
H 2.523232 -5.695610 -2.350635 0.2 -0.2 -0.1 0.067
C -1.728973 -4.087882 -6.488209 -0.7 -0.3 1.4 -0.065
C -2.640184 -2.881184 -6.241462 0.5 0.0 -1.0 -0.422
C -2.503170 -2.283249 -4.848748 0.1 -0.7 -0.1 -0.218
O -2.902820 -3.238826 -3.885354 -0.5 0.1 -0.3 -0.195
C -2.998645 -2.654823 -2.596980 0.1 0.1 -0.2 -0.095
N -2.288812 -1.861388 -7.272189 -0.6 0.1 0.5 0.023
H -1.930271 -4.505846 -7.472298 0.4 0.1 -0.1 0.073
H -1.980167 -4.855369 -5.747055 -0.2 -0.1 -0.2 0.068
H -0.684701 -3.873828 -6.260983 0.1 0.3 -0.6 0.072
H -3.670870 -3.180907 -6.460246 -0.1 -0.2 0.7 0.134
H -3.097356 -1.367810 -4.761872 0.0 0.1 0.0 0.112
H -1.446455 -2.052267 -4.671329 0.1 0.4 -0.1 0.113
H -2.026816 -2.224835 -2.337590 -0.1 -0.1 0.4 0.068
H -3.322547 -3.436226 -1.914060 0.3 0.0 0.1 0.093
H -3.737004 -1.846985 -2.551111 0.0 0.0 -0.2 0.089
H -2.939825 -1.087914 -7.126982 0.3 0.2 -0.1 0.063
H -2.614102 -2.263271 -8.148091 0.3 0.1 -0.1 0.062
```
Positions in Å, forces in eV/Å.

The highest net charge belongs to which entry?
C30H69BrClN10O7S2

Number 2 is which compound?
C30H69ClN6O14P